Entry from the OMol25 dataset: a gas-phase ion, C5H10N (charge +1) (the ωB97M-V functional and the def2-TZVPD basis).

XYZ file:
```
16
Properties=species:S:1:pos:R:3:forces:R:3
C -1.341328 1.083334 0.154446 3.876 2.308 0.712
C 0.019519 1.261313 0.135185 -1.973 -1.089 -0.283
C -1.796951 -0.218046 -0.162153 -1.657 -1.700 -2.006
C 0.886036 0.194780 -0.414813 -1.791 1.048 2.728
C 2.188567 -0.216115 0.084027 0.436 -0.320 -0.462
N -0.797012 -1.164027 0.217683 2.353 -0.629 0.368
H -1.950439 1.836223 0.608344 -0.422 0.276 -0.062
H 0.359804 2.089869 0.684660 1.055 1.017 0.280
H -2.822858 -0.303026 0.208210 0.146 -0.857 -0.057
H -1.729544 -0.417543 -1.232430 -1.176 0.682 -0.589
H 0.744692 0.070217 -1.440571 -0.500 -0.889 -1.660
H 2.533775 0.170003 1.057078 -0.507 -0.626 -0.319
H 2.857959 0.185246 -0.685436 0.275 0.213 -0.035
H 2.289699 -1.301504 -0.140409 0.151 0.514 0.725
H -0.698229 -1.213048 1.231955 0.183 -0.655 -0.236
H -0.743690 -2.057682 -0.305782 -0.450 0.705 0.896
```
Forces are in eV/Å.

Output
**DFT total energy**: -6827.90044 eV
**HOMO-LUMO gap**: 8.79 eV
**HOMO energy**: -14.16 eV
**Relative energy (zero: lowest compared OMol25 entry of this formula, charge and spin)**: 2.3015 eV
**Total charge**: +1

Atom charges from the Mulliken analysis, given in e for atoms 1 to 4: number 1, C, carries -0.341; number 2, C, carries -0.471; number 3, C, carries -0.402; number 4, C, carries 0.350